No. 1
{"formula": "C42H114O15", "method": "ωB97M-V/def2-TZVPD", "charge": 1, "homo_energy_ev": [-11.08, -11.08], "spin_multiplicity": 2, "lumo_energy_ha": [-0.080, -0.327], "gap_ev": [8.909, 2.178], "symbols": ["C", "C", "O", "H", "H", "H", "H", "H", "H", "C", "C", "O", "H", "H", "H", "H", "H", "H", "C", "C", "O", "H", "H", "H", "H", "H", "H", "C", "C", "C", "O", "H", "H", "H", "H", "H", "H", "H", "H", "C", "C", "C", "O", "H", "H", "H", "H", "H", "H", "H", "H", "C", "C", "C", "O", "H", "H", "H", "H", "H", "H", "H", "H", "C", "C", "C", "O", "H", "H", "H", "H", "H", "H", "H", "H", "C", "C", "C", "O", "H", "H", "H", "H", "H", "H", "H", "H", "C", "C", "C", "O", "H", "H", "H", "H", "H", "H", "H", "H", "C", "C", "C", "O", "H", "H", "H", "H", "H", "H", "H", "H", "C", "C", "C", "O", "H", "H", "H", "H", "H", "H", "H", "H", "C", "C", "C", "O", "H", "H", "H", "H", "H", "H", "H", "H", "C", "C", "C", "O", "H", "H", "H", "H", "H", "H", "H", "H", "C", "C", "C", "O", "H", "H", "H", "H", "H", "H", "H", "H", "C", "C", "C", "O", "H", "H", "H", "H", "H", "H", "H", "H"], "xyz": [[3.6298, 0.1190, 5.0414], [4.9761, -0.5800, 4.7645], [5.0201, -1.4051, 3.6202], [3.7418, 0.8011, 5.8842], [2.9071, -0.6379, 5.3464], [3.2052, 0.6253, 4.1746], [5.2063, -1.1955, 5.6341], [5.7035, 0.2317, 4.7766], [5.6278, -2.1455, 3.6839], [-3.9494, -2.3252, -0.7773], [-3.9837, -3.4783, -1.7411], [-4.9037, -4.4516, -1.1770], [-4.9577, -1.9464, -0.6098], [-3.2471, -1.5482, -1.0791], [-3.6069, -2.7587, 0.1623], [-3.0194, -3.9773, -1.8379], [-4.3089, -3.2835, -2.7630], [-4.8000, -5.2130, -1.7523], [-3.5345, 5.0565, 2.0439], [-2.8596, 3.9131, 1.2803], [-3.6397, 3.3669, 0.2399], [-2.9197, 5.3955, 2.8777], [-4.4925, 4.7449, 2.4602], [-3.7749, 5.8686, 1.3578], [-2.5376, 3.0906, 1.9190], [-1.9351, 4.2679, 0.8247], [-4.3924, 2.9654, 0.6803], [-0.3740, 1.1862, 5.3915], [-1.0967, 2.1581, 4.5358], [-1.4782, 3.3807, 5.3995], [-0.2037, 2.5446, 3.5334], [0.4949, 1.7068, 5.7941], [0.1274, 0.4253, 4.7935], [-0.9508, 0.7135, 6.1865], [-1.9364, 1.6585, 4.0527], [-2.0196, 4.1585, 4.8609], [-0.5639, 3.7496, 5.8643], [-2.1612, 3.2029, 6.2301], [0.1491, 1.7737, 3.0829], [-0.8476, 4.0417, -3.3728], [-1.1043, 2.9095, -4.3665], [-0.2031, 2.9839, -5.6020], [-0.9351, 1.6705, -3.7106], [-1.0491, 5.0527, -3.7269], [0.1457, 4.1477, -2.9368], [-1.5150, 3.8926, -2.5240], [-2.1516, 2.9906, -4.6576], [-0.3482, 2.0865, -6.2034], [0.8345, 3.0687, -5.2792], [-0.3421, 3.8899, -6.1920], [-1.7021, 1.4935, -3.1611], [5.0127, 3.1227, -3.2834], [3.5366, 3.5367, -3.1937], [2.9795, 3.5816, -1.7804], [3.4662, 4.8143, -3.6670], [5.2236, 2.1543, -2.8296], [5.6551, 3.8770, -2.8291], [5.2773, 3.0720, -4.3396], [2.8454, 2.8807, -3.7228], [1.9206, 3.8400, -1.7870], [3.4562, 4.3150, -1.1300], [3.0056, 2.6452, -1.2232], [3.7323, 5.4470, -2.9959], [-4.7735, 2.9222, -3.0562], [-4.3792, 1.5489, -2.4850], [-4.4162, 0.3556, -3.5376], [-3.1712, 1.6522, -1.8712], [-3.9462, 3.5683, -3.3497], [-5.3789, 3.4913, -2.3507], [-5.4519, 2.7881, -3.8988], [-5.0186, 1.3284, -1.6302], [-3.4675, 0.4489, -4.0661], [-5.2033, 0.4569, -4.2848], [-4.4631, -0.6189, -3.0514], [-3.1909, 2.4080, -1.2797], [3.4456, -5.2157, -2.9652], [2.5055, -4.8965, -1.7481], [1.4771, -3.8513, -2.1554], [1.9201, -6.1463, -1.4179], [4.3145, -5.8240, -2.7140], [3.7560, -4.2463, -3.3552], [2.8731, -5.6673, -3.7753], [3.0991, -4.4711, -0.9390], [1.0762, -4.1402, -3.1270], [1.8942, -2.8525, -2.2843], [0.6516, -3.6866, -1.4630], [1.3054, -5.9550, -0.7058], [-1.7827, -5.0803, 1.6247], [-0.8827, -6.0579, 0.8331], [-1.3244, -6.2319, -0.6034], [0.4202, -5.6005, 0.8186], [-1.3480, -4.7751, 2.5766], [-2.6600, -5.6263, 1.9716], [-2.0554, -4.1619, 1.1048], [-0.9486, -7.0274, 1.3269], [-0.7964, -7.0269, -1.1300], [-1.1681, -5.2718, -1.0953], [-2.3934, -6.4418, -0.6389], [0.6569, -5.3723, 1.7205], [-0.9197, -1.8713, -4.1447], [0.4786, -1.4140, -4.5173], [0.4906, -0.8657, -5.9517], [0.8862, -0.3536, -3.6712], [-1.2743, -2.7148, -4.7371], [-1.7080, -1.1413, -4.3287], [-0.9467, -2.1089, -3.0813], [1.1150, -2.2908, -4.3978], [1.4309, -0.3819, -6.2157], [-0.2478, -0.0846, -6.1329], [0.4137, -1.6456, -6.7094], [0.1791, 0.2958, -3.6765], [1.5943, -2.9252, 3.4713], [2.1966, -4.3574, 3.1648], [3.3830, -4.7572, 4.0499], [1.1502, -5.2821, 3.4761], [2.4047, -2.2627, 3.7752], [0.9431, -3.0078, 4.3414], [1.0418, -2.5336, 2.6172], [2.4132, -4.3832, 2.0969], [3.1771, -4.7731, 5.1202], [4.2460, -4.0970, 3.9636], [3.7748, -5.7259, 3.7398], [0.9066, -5.2292, 4.4031], [5.1161, 0.1931, 0.2877], [3.8020, -0.5807, 0.3860], [3.9500, -2.1284, 0.3781], [3.3598, -0.3058, 1.6994], [5.0030, 1.2584, 0.4884], [5.5060, 0.1861, -0.7302], [5.8685, -0.0791, 1.0279], [3.1734, -0.2166, -0.4267], [4.5947, -2.5369, 1.1563], [4.3258, -2.4218, -0.6020], [2.9671, -2.5981, 0.3408], [3.9874, -0.7420, 2.2804], [-6.7373, -0.1449, 0.4424], [-5.9081, 0.7473, 1.3413], [-4.4632, 0.2760, 1.5375], [-5.9085, 2.0499, 0.9258], [-6.6333, -1.1675, 0.8052], [-6.3011, -0.1749, -0.5561], [-7.7845, 0.1577, 0.4517], [-6.3705, 0.7152, 2.3279], [-3.8159, 0.4460, 0.6771], [-4.3110, -0.7734, 1.7897], [-3.9818, 0.7634, 2.3852], [-6.8313, 2.3085, 0.8693], [0.4757, 1.3396, -0.4731], [-0.0563, 0.3815, 0.6556], [-0.1050, -1.0654, 0.2875], [0.6934, 0.6104, 1.8330], [-0.3445, 1.4712, -1.1788], [1.2495, 0.8989, -1.1018], [0.8380, 2.3018, -0.1111], [-1.0364, 0.7936, 0.8961], [-0.9265, -1.2268, -0.4105], [-0.3410, -1.7012, 1.1408], [0.8120, -1.4450, -0.1632], [1.5884, 0.2853, 1.7107], [2.5325, 6.1284, 1.5340], [1.7358, 4.7990, 1.7308], [2.6199, 3.6722, 2.2356], [0.8091, 5.0461, 2.7916], [3.3205, 6.0348, 0.7867], [3.0374, 6.2624, 2.4906], [1.8334, 6.9396, 1.3311], [1.2235, 4.4668, 0.8279], [3.3406, 3.4339, 1.4533], [2.0826, 2.7360, 2.3872], [3.1979, 3.9373, 3.1208], [0.4730, 4.1829, 3.0438]], "atomic_forces_ev_per_a": [[-0.1, -1.2, -0.4], [0.0, 0.7, 1.6], [-0.6, 0.3, -0.8], [0.1, 0.1, -0.2], [-0.2, 0.0, 0.0], [0.2, 0.2, 0.0], [0.0, 0.0, 0.2], [0.5, -0.2, -0.6], [0.1, 0.2, 0.4], [0.1, -0.4, 0.0], [-0.5, -1.2, 0.1], [0.5, 0.6, -0.4], [0.1, 0.1, -0.1], [-0.1, 0.1, 0.0], [0.0, 0.3, 0.2], [0.3, 0.3, 0.1], [-0.1, 0.6, -0.1], [-0.3, -0.4, 0.2], [-0.4, -0.5, -0.4], [1.4, 0.5, 0.6], [-0.1, -0.1, -1.1], [0.1, 0.1, -0.2], [-0.1, -0.2, 0.1], [0.3, 0.1, 0.1], [-0.1, 0.0, 0.4], [0.0, 0.2, 0.0], [-0.8, -0.3, -0.1], [1.2, -0.9, 0.6], [-0.6, 0.2, 0.8], [-0.4, -0.1, -0.3], [0.0, 1.5, -0.4], [-0.1, 0.2, 0.5], [-0.4, -0.4, -0.2], [0.0, 0.1, 0.0], [-0.6, 0.2, 0.1], [0.5, 0.2, -0.4], [0.0, 0.3, -0.3], [0.0, -0.8, 0.0], [0.2, -0.6, -0.5], [-0.2, 0.5, 0.5], [0.4, 1.5, -0.3], [0.1, -0.1, 0.6], [0.1, -0.5, -0.2], [-0.3, -0.1, -0.5], [0.2, -0.7, -0.3], [-0.2, 0.0, 0.3], [-0.2, 0.0, -0.3], [0.1, 0.2, -0.1], [0.1, -0.4, 0.1], [-0.5, -0.1, 0.0], [0.1, 0.0, 0.1], [-0.5, -0.7, -0.3], [0.8, -0.8, 2.2], [-0.4, -0.6, 0.9], [-0.9, 2.1, -1.9], [0.0, -0.1, 0.0], [-0.1, 0.0, 0.2], [0.1, 0.0, 0.0], [0.3, 0.0, -0.6], [-0.1, 0.2, -0.2], [0.3, 0.2, -0.1], [0.3, -0.3, -0.2], [0.1, -0.1, 0.1], [-1.3, 1.0, 0.3], [0.2, -1.1, -2.8], [0.6, 1.1, 1.1], [0.6, -1.7, -0.7], [0.2, -0.4, 0.0], [0.2, 0.0, 0.3], [0.2, -0.3, -0.1], [-1.1, -0.1, 0.8], [0.1, -0.2, -0.2], [-0.1, 0.2, 0.4], [0.0, 0.1, 0.0], [0.1, 1.8, 1.8], [-0.7, 1.2, 0.7], [0.7, -0.8, -1.5], [-0.2, 0.2, -0.4], [0.2, 0.6, -0.2], [-0.2, 0.0, 0.1], [0.5, 0.0, -0.1], [-0.1, -0.3, 0.2], [0.2, -0.3, 0.3], [-0.3, -0.1, 0.0], [0.5, 0.0, 0.0], [0.0, -0.5, 0.2], [-0.2, -0.2, 0.6], [-0.1, -0.7, 0.4], [-1.5, 0.2, 0.3], [-0.5, 0.3, 0.1], [1.1, 0.5, -0.4], [0.6, 0.0, -0.1], [-0.4, 0.2, -0.4], [0.0, -0.1, -0.3], [0.1, -0.2, 0.2], [0.1, 0.1, 0.1], [0.1, 0.0, -0.3], [-0.1, -0.1, 0.0], [0.1, -0.2, 0.4], [-0.6, -0.3, 0.2], [-1.0, 0.9, -1.0], [0.8, -0.4, -0.6], [0.7, -0.8, 0.6], [0.4, -0.4, 0.1], [0.2, 0.6, 0.0], [0.0, -0.3, 0.1], [0.4, 0.4, 0.0], [0.3, 0.0, 0.5], [-0.4, -0.3, 0.2], [-0.5, -0.1, 0.0], [-0.1, 0.4, -0.1], [1.2, -1.0, 0.2], [-0.8, 1.5, 2.1], [0.8, 0.3, -0.7], [-0.2, -0.8, -1.2], [-0.1, 0.3, -0.4], [-0.2, 0.0, 0.0], [0.1, 0.0, 0.2], [0.1, -0.5, 0.1], [-0.5, -0.1, 0.0], [-0.1, 0.4, -0.3], [-0.3, -0.2, 0.1], [0.1, 0.2, 0.0], [0.4, 0.4, -0.9], [2.2, -1.0, 1.3], [-0.2, 0.7, -2.1], [-2.1, 1.1, -0.1], [-0.7, 0.1, 0.1], [0.4, -0.4, 0.0], [0.0, -0.6, -0.2], [-0.7, -0.1, 0.5], [-0.1, 0.2, 0.0], [0.6, -0.2, 0.0], [-0.2, 0.1, 0.7], [0.2, -0.2, 0.5], [0.7, -0.4, 0.2], [0.4, -2.7, 1.5], [0.5, 0.0, 0.2], [0.0, 1.9, -1.0], [-0.4, 0.0, 0.1], [-0.3, 0.2, -0.3], [0.0, -0.1, -0.3], [-0.1, -0.1, 0.3], [-0.1, 0.2, -0.3], [-0.7, -0.2, -0.2], [-0.1, 0.5, 0.0], [-0.1, 0.5, -0.1], [-0.6, -1.2, -0.2], [1.0, 2.0, -0.4], [-0.6, -0.6, -0.2], [-0.4, -0.1, 0.5], [-0.1, 0.4, -0.1], [0.2, -0.2, 0.2], [-0.3, -0.1, 0.3], [-0.3, -0.4, 0.1], [0.1, -0.1, -0.3], [0.0, 0.2, 0.2], [0.1, 0.2, -0.1], [0.9, -0.3, 0.2], [-0.5, -1.5, 0.4], [0.7, 0.5, 1.4], [0.8, -0.3, -1.1], [-0.2, 0.8, -0.8], [-0.2, 0.1, -0.2], [-0.1, 0.4, 0.0], [0.3, 0.1, 0.0], [-0.2, 0.2, -0.3], [0.3, -0.1, -0.1], [-0.2, 0.2, 0.2], [-0.3, 0.1, 0.1], [-0.4, -0.4, 0.4]], "lowdin_charge": [-0.07, -0.28, -0.10, 0.08, 0.06, 0.06, 0.11, 0.11, 0.10, -0.09, -0.30, -0.08, 0.05, 0.06, 0.07, 0.09, 0.11, 0.08, -0.04, -0.27, -0.09, 0.08, 0.07, 0.08, 0.10, 0.12, 0.04, -0.06, -0.50, -0.03, -0.08, 0.09, 0.07, 0.09, 0.12, 0.06, 0.09, 0.08, 0.04, -0.03, -0.45, -0.01, -0.06, 0.09, 0.07, 0.06, 0.12, 0.07, 0.08, 0.09, 0.04, -0.03, -0.52, -0.06, -0.04, 0.07, 0.08, 0.08, 0.13, 0.05, 0.08, 0.06, 0.10, 0.04, -0.36, 0.05, 0.17, 0.09, 0.10, 0.11, 0.17, 0.07, 0.10, 0.07, 0.09, -0.04, -0.47, -0.07, -0.05, 0.08, 0.07, 0.08, 0.10, 0.08, 0.07, 0.06, 0.02, -0.03, -0.48, -0.04, -0.06, 0.06, 0.08, 0.06, 0.14, 0.09, 0.06, 0.08, 0.04, -0.06, -0.47, -0.05, -0.06, 0.09, 0.05, 0.07, 0.12, 0.08, 0.06, 0.08, 0.02, -0.01, -0.41, -0.04, -0.09, 0.05, 0.08, 0.06, 0.12, 0.09, 0.06, 0.09, 0.10, -0.05, -0.43, -0.03, -0.10, 0.07, 0.08, 0.08, 0.13, 0.08, 0.08, 0.05, 0.03, -0.03, -0.51, -0.03, -0.04, 0.09, 0.06, 0.09, 0.15, 0.06, 0.09, 0.08, 0.12, -0.01, -0.43, -0.03, -0.07, 0.05, 0.06, 0.06, 0.12, 0.06, 0.07, 0.07, 0.05, -0.03, -0.47, -0.06, -0.07, 0.06, 0.08, 0.08, 0.11, 0.07, 0.05, 0.09, 0.02]}

***

No. 2
{"formula": "C3H7N3OS", "method": "ωB97M-V/def2-TZVPD", "e_above_lowest_kj_mol": 673.0, "homo_energy_ev": -8.50, "lumo_energy_ha": -0.012, "smiles": "[H]/N=C\\NC(=S)NOC", "gap_ev": 8.167, "symbols": ["C", "C", "C", "H", "H", "H", "H", "H", "H", "H", "N", "N", "N", "O", "S"], "xyz": [[-2.5335, 0.6345, 0.5649], [0.1264, -0.0939, -0.3119], [2.6561, -0.4215, -0.1130], [-3.6112, 1.0031, 0.5610], [-1.6919, 1.6692, 0.5534], [-2.4412, 0.0207, 1.6559], [-0.9499, -1.5329, -1.2918], [1.1385, -1.9747, -0.2686], [3.1752, -1.3892, 0.1618], [2.5640, 1.5846, 0.1454], [-1.0429, -0.7617, -0.3198], [1.2948, -0.8125, -0.1266], [3.2888, 0.7709, 0.0921], [-2.2347, -0.2415, -0.7076], [0.2616, 1.5448, -0.5952]], "atomic_forces_ev_per_a": [[0.4, 1.6, 1.4], [2.4, 3.1, -0.9], [1.9, 2.9, 2.8], [1.5, -0.6, -0.6], [-2.9, -3.6, 0.0], [0.2, 1.2, -3.5], [0.2, 2.1, 4.1], [0.7, 4.4, 0.7], [0.2, 1.4, -1.1], [1.4, -2.0, -0.6], [1.2, -6.9, -4.7], [-2.0, -4.3, -1.0], [-3.9, -3.2, -0.7], [-1.2, 3.9, 3.9], [-0.1, 0.0, 0.1]], "lowdin_charge": [-0.10, -0.84, -0.28, 0.07, 0.07, 0.13, 0.27, 0.22, 0.11, -0.01, -0.14, -0.04, 0.04, -0.21, 0.72]}

***

No. 3
{"formula": "C9H28AgO9", "method": "ωB97M-V/def2-TZVPD", "e_above_lowest_kj_mol": 0.1, "charge": 1, "homo_energy_ev": -12.31, "lumo_energy_ha": -0.081, "gap_ev": 10.117, "symbols": ["Ag", "C", "O", "H", "H", "H", "H", "C", "C", "O", "O", "H", "H", "H", "H", "H", "H", "C", "C", "O", "O", "H", "H", "H", "H", "H", "H", "C", "C", "O", "O", "H", "H", "H", "H", "H", "H", "C", "C", "O", "O", "H", "H", "H", "H", "H", "H"], "xyz": [[-0.0228, 0.7218, 0.0701], [-3.1899, 1.7520, 0.0261], [-2.4159, 0.7522, -0.6414], [-2.5098, 2.5093, 0.4117], [-3.8655, 2.2670, -0.6603], [-3.7606, 1.3289, 0.8564], [-3.0143, 0.2762, -1.2251], [2.3610, 2.7276, 1.0880], [1.5011, 3.5834, 0.2042], [0.0966, 3.1811, 0.2639], [2.4050, 1.3677, 0.6323], [1.9888, 2.7293, 2.1130], [3.3683, 3.1560, 1.0918], [1.8131, 3.4651, -0.8397], [1.5976, 4.6433, 0.4400], [-0.4427, 3.8663, 0.6655], [3.2368, 1.1986, 0.1826], [-0.1732, -0.0881, -3.5072], [0.9300, -0.9361, -4.0978], [1.2194, -2.0283, -3.2409], [0.3115, 0.9065, -2.5664], [-0.9143, -0.6863, -2.9721], [-0.7319, 0.4217, -4.3002], [1.8176, -0.2931, -4.2206], [0.6517, -1.2570, -5.1063], [1.4370, -2.7959, -3.7755], [0.8292, 1.5309, -3.0863], [-0.7722, -2.4116, 0.1480], [-0.5698, -3.8992, -0.0837], [-0.4205, -4.1705, -1.4658], [0.3054, -1.6596, -0.4122], [-0.7956, -2.2138, 1.2181], [-1.7116, -2.1290, -0.3383], [-1.4594, -4.4427, 0.2378], [0.2843, -4.2870, 0.4850], [0.4639, -3.8971, -1.7380], [0.2700, -1.7504, -1.3767], [0.4907, -0.9265, 3.6768], [0.0508, 0.4963, 3.5799], [-0.7437, 0.7133, 2.4046], [-0.6215, -1.7289, 4.0303], [1.2978, -0.9840, 4.4174], [0.9083, -1.2051, 2.6953], [0.9564, 1.1097, 3.5115], [-0.4673, 0.8254, 4.4833], [-1.6458, 0.9109, 2.6705], [-0.3436, -2.6502, 4.0503]], "atomic_forces_ev_per_a": [[0.1, -0.2, -0.2], [-0.1, 0.2, 0.0], [-0.3, 0.2, 0.0], [0.1, -0.1, 0.0], [0.0, -0.1, 0.0], [0.0, 0.0, -0.1], [0.1, -0.1, 0.0], [0.4, -0.1, 0.0], [-1.0, 0.1, -0.5], [0.9, 0.1, -0.1], [-0.3, 0.2, 0.2], [-0.1, 0.0, 0.0], [0.0, 0.0, 0.1], [0.0, -0.1, 0.1], [0.0, 0.0, 0.2], [0.1, 0.1, 0.1], [0.0, 0.0, -0.1], [-0.3, 0.7, 0.2], [0.1, 0.4, -0.2], [0.0, -0.1, 0.1], [-0.1, -0.6, -0.4], [0.2, -0.1, 0.0], [0.2, 0.0, 0.0], [-0.1, -0.2, 0.1], [-0.1, -0.2, 0.2], [0.1, 0.0, 0.0], [0.0, 0.1, 0.2], [0.0, -0.6, -0.2], [0.0, -0.1, 0.0], [0.1, 0.0, -0.2], [-0.1, 0.3, 0.1], [-0.2, 0.2, 0.0], [0.0, 0.2, 0.2], [0.0, 0.0, 0.1], [0.0, 0.1, 0.0], [-0.1, -0.1, 0.1], [0.2, -0.1, 0.0], [0.1, -0.2, -0.1], [0.4, 0.5, 0.0], [-0.1, 0.2, 0.3], [0.1, -0.1, -0.1], [-0.1, -0.1, 0.0], [0.0, -0.1, 0.1], [-0.1, 0.0, -0.2], [-0.2, -0.2, -0.1], [0.0, -0.1, -0.1], [-0.1, 0.0, 0.1]], "lowdin_charge": [0.79, -0.13, -0.17, 0.06, 0.09, 0.09, 0.09, -0.22, -0.19, -0.12, -0.09, 0.11, 0.13, 0.12, 0.13, 0.09, 0.10, -0.21, -0.22, -0.06, -0.11, 0.12, 0.13, 0.13, 0.13, 0.10, 0.09, -0.22, -0.23, -0.06, -0.12, 0.11, 0.12, 0.13, 0.13, 0.07, 0.04, -0.26, -0.22, -0.11, -0.05, 0.13, 0.12, 0.11, 0.14, 0.09, 0.09]}

***

No. 4
{"formula": "C8H9NO", "method": "ωB97M-V/def2-TZVPD", "e_above_lowest_kj_mol": 239.8, "homo_energy_ev": -9.10, "lumo_energy_ha": 0.015, "smiles": "Cc1cc(N)ccc1C=O", "gap_ev": 9.516, "symbols": ["C", "C", "C", "C", "C", "C", "C", "C", "H", "H", "H", "H", "H", "H", "H", "H", "H", "N", "O"], "xyz": [[-1.8862, -1.3787, -0.3665], [-0.7167, -0.4504, -0.1607], [0.5209, -1.0685, 0.0089], [1.6505, -0.3037, 0.2541], [1.5503, 1.1646, 0.1570], [0.3037, 1.7429, -0.0848], [-0.7845, 0.9087, -0.0819], [-2.0919, 1.7897, -0.0808], [-2.7188, -1.6470, 0.4826], [-2.4188, -0.9364, -1.2220], [-1.4921, -2.2859, -0.6577], [0.8234, -2.1248, -0.0898], [2.9145, -1.3300, 1.5479], [3.5265, -1.4436, -0.0758], [2.5484, 1.5804, 0.1015], [0.3548, 2.7821, -0.2812], [-2.8628, 1.1750, 0.4597], [2.8056, -1.0956, 0.5025], [-2.0266, 2.9213, -0.4129]], "atomic_forces_ev_per_a": [[-2.9, 1.8, 1.1], [-0.3, -1.9, 1.5], [1.1, 0.5, 0.0], [-0.7, 1.3, -1.1], [0.7, -3.5, -0.3], [3.7, -1.3, 0.7], [-2.4, 2.7, -1.0], [2.3, -3.7, 1.1], [2.3, 1.2, -1.7], [-0.4, -0.5, 0.2], [0.6, -2.1, -0.7], [-1.2, 0.4, 0.1], [0.0, 0.5, -2.7], [0.3, 0.3, -0.8], [-0.3, 0.9, 0.2], [-0.9, 0.8, 0.1], [-0.7, 1.1, -0.6], [0.1, 0.4, 4.2], [-1.3, 1.3, -0.3]], "lowdin_charge": [-0.05, -0.25, -0.01, -0.30, 0.01, -0.04, -0.16, -0.20, 0.14, 0.08, 0.03, 0.13, 0.12, 0.06, 0.10, 0.11, 0.13, 0.03, 0.07]}